Record 1
The following is a quantum chemistry calculation of C22H20N4O5S2 in the gas phase, from the Open Molecules 2025 dataset.

```
53
Properties=species:S:1:pos:R:3:forces:R:3:nbo_charge:R:1
S -6.3798 -1.2381 0.6001 4.7394 -7.1221 1.8740 0.49
S 4.7584 -0.4738 0.7731 0.4993 -10.3756 -1.4505 2.47
O 3.7170 2.0333 -0.1733 -3.4881 -3.9517 3.6672 -0.52
O 3.8984 0.1071 1.8045 -4.7558 4.6086 2.7219 -0.69
O -1.3955 -1.3173 -0.0919 -0.1460 0.8963 2.5204 -0.61
O 5.7447 0.0210 -0.0304 3.1678 5.3058 -2.9343 -0.90
O 5.2776 -1.6244 1.4401 0.5606 -0.9453 1.9931 -0.99
N -6.1940 1.1527 -0.0285 4.1171 1.7810 -2.0193 -0.28
N -3.7125 2.7048 -0.5581 -2.3815 -2.4903 -0.9925 -0.55
N -3.5521 -1.3342 0.1849 -3.1085 1.7535 2.8180 -0.57
N -4.8331 0.5465 -0.1316 -1.8316 16.6430 -4.5876 -0.30
C 4.9959 3.1260 -1.5519 2.3975 3.7155 -5.3925 -0.64
C -0.0310 1.0895 0.6459 5.1607 -1.7305 0.7485 0.01
C 0.1306 -2.3493 -2.5859 3.8758 -1.7639 -5.6204 -0.64
C -4.6286 -0.4903 0.2907 2.7553 -18.1160 4.3747 0.44
C 2.3599 -1.2256 -2.3393 2.6796 2.0953 -3.9592 -0.21
C 1.4773 0.0031 1.9496 -0.7164 -2.2248 4.4157 -0.24
C 1.5357 -2.6290 -0.5320 6.7475 6.9533 -7.6535 -0.18
C -3.7008 1.4212 -0.3933 2.1462 3.2853 1.3100 0.39
C -2.3763 -0.6893 0.3709 1.2359 -0.1186 -6.7353 0.58
C 0.1303 0.1664 1.8211 3.2818 5.1608 -6.9137 -0.14
C -2.3885 0.8934 -0.0077 -0.9834 -5.1193 2.8521 -0.15
C 3.6050 -1.2156 -0.3243 -1.3986 0.6472 -4.2372 -0.39
C -1.2612 1.5209 0.2186 -2.5107 0.8164 -1.5376 -0.13
C -8.4878 0.3941 -0.0082 2.8544 -1.3603 0.2697 -0.60
C 1.4818 -2.2244 -1.8822 -1.9855 3.5527 -0.0445 0.00
C 1.1609 1.6012 -0.1598 -0.5498 -4.6710 7.7004 -0.21
C 3.6587 2.7823 -1.2809 -7.2451 3.2094 -1.1565 -0.03
C 2.6645 -2.2360 0.0035 3.8582 -0.4803 7.9989 -0.16
C -6.8530 0.1296 0.1784 -9.8070 4.9118 -1.8725 -0.06
C 2.5504 0.5523 1.3405 2.7334 -1.1940 2.1137 0.29
C 2.4778 1.4192 0.3590 0.2356 2.9034 -4.2130 0.26
C 3.5735 -0.6775 -1.6964 -10.9920 -11.4776 6.1206 -0.13
H 2.2445 -0.7720 -3.5075 -0.1454 -1.4861 3.2910 0.20
H -0.7087 -2.1847 -1.9836 -1.1888 -0.0586 0.5916 0.26
H -0.7081 -0.1770 2.2690 -1.8370 -1.2780 1.8623 0.23
H 0.9512 -3.2633 -0.2906 -7.2927 -7.9139 4.0591 0.19
H 0.2595 -3.3408 -3.2016 -1.2203 0.7945 1.8327 0.22
H 5.0195 3.6414 -2.6643 -0.0704 -1.2185 2.4678 0.20
H -8.4281 1.3965 -0.3566 -0.8257 1.0657 0.4763 0.24
H 1.1039 2.3282 -0.7762 -1.3058 4.6074 -4.6474 0.20
H 3.0322 2.3639 -2.2107 1.6496 0.1053 1.8974 0.18
H 0.2011 -1.7805 -3.6218 -0.5925 -0.0142 2.4556 0.21
H 5.5570 2.2548 -1.6802 1.1017 -1.4290 0.0343 0.24
H 1.6992 -0.5375 2.8596 0.7452 -0.6312 -0.0768 0.24
H 5.5560 3.8597 -0.9956 -0.3307 -0.0269 0.9189 0.23
H 2.8086 3.7702 -0.9940 2.6653 -2.0779 -0.9081 0.12
H -1.3487 2.4942 -0.0732 0.2750 2.9460 -0.8676 0.23
H -4.7074 2.8814 -0.7575 0.1298 0.9141 0.1915 0.35
H -8.9548 -0.1885 -0.8191 0.6021 -0.1899 0.4545 0.24
H -8.8833 0.1152 0.9661 -0.6187 0.7225 -0.1877 0.23
H 4.1841 -0.0381 -1.8596 7.1508 8.0404 -3.2046 0.18
H 2.8310 -2.8005 1.1217 -0.0379 2.0300 -2.8197 0.22
```
Forces are in eV/Å.

* gap between HOMO and LUMO: 7.06 eV
* LUMO energy: -1.26 eV
* total energy: -60988.81499 eV
* SMILES: [H]/N=C1/C(=C/c2ccc(OS(=O)(=O)c3ccc(C)cc3)c(OCC)c2)C(=O)N=C2SC(C)=NN21

Record 2
The following is a quantum chemistry calculation of a molecular structure, C22H20N4OPRhS, from the Open Molecules 2025 dataset.

```
50
Properties=species:S:1:pos:R:3:forces:R:3:nbo_charge:R:1
Rh -0.0415 -0.9314 -0.3287 -0.6538 -0.1600 0.0832 0.36
S -2.1459 -0.8450 -1.4857 0.3790 -0.0626 -0.0737 -0.10
P 0.3258 1.2020 -0.0905 0.1267 0.5357 -0.0089 1.32
O 2.3048 -2.0791 0.0488 0.2190 -0.0255 -0.1292 -0.43
N -0.3157 -3.1858 -0.4898 -0.0321 -0.0376 0.0031 -0.64
N -3.5504 -3.1997 -1.6948 0.0863 0.0842 0.0116 -0.33
N -3.4563 -4.5356 -1.4450 -0.0349 -0.1162 0.0000 -0.20
N -1.6215 -3.4888 -0.8976 -0.0496 0.1861 -0.0307 -0.23
C -2.4553 -2.5259 -1.3734 0.0590 -0.1267 0.0550 0.25
C 1.3333 0.8919 2.5581 0.1128 -0.0494 -0.0427 -0.20
C 0.0147 -0.2792 4.2059 0.0240 0.0133 -0.0593 -0.14
C -2.2708 -4.7172 -0.9643 -0.0006 0.0705 -0.0646 0.38
C 2.7402 0.2151 -0.6033 0.0046 0.2334 -0.0634 -0.11
C 4.1097 0.1873 -0.8407 -0.1418 -0.0494 0.0098 -0.15
C -0.9335 0.1611 2.0502 -0.0801 0.0173 0.1413 -0.25
C 2.6938 2.6274 -0.7757 -0.0556 -0.0957 -0.0212 -0.17
C 0.2645 0.7986 1.6582 -0.2898 -0.0988 -0.1884 -0.34
C -1.3512 3.3520 0.3503 -0.0062 -0.0100 0.0015 -0.18
C -1.0501 -0.3826 3.3255 0.1656 0.0424 0.0392 -0.20
C -0.7603 2.8775 -1.9571 -0.0062 -0.0296 -0.0474 -0.12
C 1.9604 -0.9999 -0.3095 0.0324 -0.1070 0.0801 0.54
C -2.2015 4.7241 -1.4294 0.0056 -0.0072 0.0141 -0.15
C -1.6750 -6.0038 -0.5432 -0.0042 -0.0158 0.0127 -0.68
C 1.1964 0.3654 3.8253 -0.0406 -0.0176 0.0452 -0.18
C -1.5260 3.9530 -2.3692 0.0033 0.0032 0.0030 -0.21
C 4.7582 1.3941 -1.0592 0.0800 0.0780 -0.0403 -0.17
C 4.0612 2.5966 -1.0326 0.0564 -0.0112 -0.0236 -0.14
C -2.1154 4.4261 -0.0763 -0.0111 0.0176 -0.0048 -0.18
C -0.6736 2.5798 -0.5944 -0.0523 -0.0513 0.1255 -0.47
C 2.0349 1.4278 -0.5660 0.1873 -0.0989 0.0584 -0.39
H -0.2338 2.2769 -2.6908 0.0023 -0.0051 0.0043 0.22
H 2.1606 3.5689 -0.7475 -0.0220 -0.0069 0.0136 0.25
H 4.6498 -0.7494 -0.8619 -0.0123 -0.0158 0.0080 0.25
H 2.0089 0.4566 4.5332 -0.0002 -0.0101 0.0026 0.25
H -1.4394 -6.0005 0.5224 0.0059 0.0015 -0.0028 0.25
H 5.8219 1.3981 -1.2549 -0.0012 0.0006 0.0013 0.25
H -0.0892 -3.6687 0.3775 -0.1126 -0.0251 -0.0031 0.42
H -2.3971 -6.7934 -0.7334 0.0042 -0.0026 0.0011 0.29
H 0.3355 -3.5022 -1.2076 0.0436 -0.0366 0.0710 0.41
H 2.2541 1.3810 2.2653 -0.0020 -0.0016 -0.0058 0.24
H -1.2765 3.1272 1.4070 0.0069 -0.0109 -0.0069 0.23
H -2.7967 5.5661 -1.7560 -0.0060 -0.0004 -0.0015 0.24
H 4.5901 3.5232 -1.2110 0.0073 -0.0016 0.0092 0.25
H -0.7656 -6.2196 -1.1058 0.0020 -0.0007 0.0018 0.25
H -1.5975 4.1926 -3.4211 0.0028 0.0006 -0.0037 0.24
H -1.9721 -0.8600 3.6272 -0.0070 0.0176 0.0234 0.24
H -4.4017 -2.8224 -2.0859 0.0029 0.0003 0.0002 0.46
H -2.6400 5.0330 0.6487 0.0017 0.0064 -0.0013 0.24
H -1.7981 0.1745 1.3947 0.0140 -0.0210 0.0016 0.24
H -0.0671 -0.6879 5.2042 -0.0138 -0.0001 0.0014 0.25
```
Forces are in eV/Å.

* relative energy (zero: lowest compared OMol25 entry of this formula, charge and spin): 14.95 kcal per mole
* gap between HOMO and LUMO (alpha / beta): 7.08 / 6.36 eV
* net charge: +2
* LUMO energy (alpha / beta): -7.85 / -8.36 eV
* total energy: -54263.67761 eV